Here is C22H24BrN4O2ReS2SbSe4 as an isolated structure from the OMol25 dataset. Energies are from ωB97M-V/def2-TZVPD.

Structure (XYZ):
```
61
C22H24BrN4O2ReS2SbSe4, DFT ωB97M-V/def2-TZVPD
C 4.2620 -2.7947 -1.3700
H 4.8930 0.1096 1.2412
Se -4.9620 -4.5560 -1.6599
C -3.9686 1.0393 -2.1115
S -1.4803 -1.1703 -1.9173
H 2.1755 2.1441 3.1401
H 5.8442 -4.2664 -1.5806
N 2.7246 2.1037 2.2796
C -5.9066 2.0598 -1.0975
C -3.4926 2.2967 -2.5384
N -0.8903 0.3363 1.0132
C -1.6308 2.5658 2.5772
S 3.5215 -0.0446 3.4417
H 4.4296 1.1019 -0.8722
H -2.0394 3.4079 0.5678
C -5.3675 3.2829 -1.4327
H -5.1768 -1.1385 -1.2662
H -3.7564 4.4704 -2.2050
H -0.3140 -0.5695 2.7079
Sb -2.9091 -4.4221 -0.4189
H -1.9949 3.4423 3.0916
C 4.8552 -4.0819 -1.1881
C -1.7270 2.5582 1.2050
C 3.0340 -2.5153 -0.7739
Se -2.1543 -6.6308 0.2413
Se -0.8022 -3.3333 -1.8409
C 2.5705 -3.3760 0.1862
H -6.0009 4.1816 -1.1568
C 2.7658 2.2789 -0.1072
O 1.2366 -0.9382 -0.5698
C -4.1405 3.4463 -2.0877
H 2.7224 -5.2602 1.1690
H -6.3686 -0.4141 -0.4568
H -2.5774 2.4167 -2.9903
H -6.9740 2.0014 -0.7357
C 4.2358 1.7382 -0.0420
C 2.4806 3.0228 1.2242
C -1.1298 1.4328 3.2016
O 2.9404 -0.4871 -1.9175
C 2.4104 -1.1969 -1.1206
C -0.7626 0.3591 2.2909
C 3.1421 -4.6312 0.4430
H 1.7423 -3.0454 0.7862
H 4.6870 -2.0424 -2.0745
C 4.2747 -4.9685 -0.2665
H 2.1017 1.3791 -0.1943
Re -0.6234 -1.6819 0.0951
C -1.4000 1.4078 0.4460
H 2.6953 2.8665 -0.9845
H -0.9486 1.2865 4.2636
N -5.8078 -0.3400 -1.3154
H -3.5380 0.1542 -2.4610
N 4.4002 0.9885 1.1824
H 1.4795 3.3653 1.2917
Br 5.1364 -6.6387 0.0782
C -5.1833 0.9260 -1.4390
H 4.9748 2.5255 0.0048
H 3.2162 3.7966 1.3811
C 3.5305 1.0612 2.1967
H -1.6106 1.3692 -0.5875
Se -2.8445 -2.3793 1.0328
```

Its charge is -2. The LUMO energy (alpha / beta) is 3.79 / 3.79 eV. The HOMO-LUMO gap (alpha / beta) is 3.54 / 4.77 eV. As for the multiplicity: 4. The calculation puts the energy above the lowest of the compared OMol25 structures with the same formula, charge and spin at 280.0 kJ/mol. Its expectation value of S² is 3.78.

These are the natural (NBO) partial charges, in e, on atoms 1 to 5: -0.152, 0.421, -0.802, -0.261, -0.485

Here is C22H24Cl2NOPV as an isolated structure from the OMol25 dataset. Energies are from ωB97M-V/def2-TZVPD.

Structure (XYZ):
```
52
C22H24Cl2NOPV, DFT ωB97M-V/def2-TZVPD
H 0.8852 5.0409 -0.7678
C 4.5241 -0.4550 2.1946
H -0.2736 2.6186 6.7626
C 0.3720 4.1694 -0.3701
C 3.9879 0.0091 3.3879
H 4.6395 0.2724 4.2097
H -3.0772 -2.4394 5.5891
H 5.5943 -0.5597 2.0800
H -4.0837 -0.1571 0.1432
H 4.1024 -1.1680 0.2172
H 1.2334 -2.0231 0.2203
C 1.3065 3.0301 -0.1304
H -2.1291 -0.3924 4.6156
H -1.2755 4.5935 5.6703
C -0.4274 1.4538 3.5849
C -1.0093 2.5665 2.9777
C -0.1719 1.4750 4.9577
C -3.3554 -0.1737 -0.6590
C -0.4718 2.6064 5.6993
H -3.7990 -0.3360 -1.6343
N 1.4402 -1.0260 0.1630
C 2.3122 -0.6637 1.2859
H 2.9290 4.1699 0.6209
H -0.0634 4.4446 0.5961
C -2.2890 -2.5152 4.8522
C -1.3132 3.6949 3.7248
C -1.0373 3.7162 5.0842
H 1.9797 -0.9240 -0.6958
H 0.5632 -2.7907 2.2702
C -0.7267 -1.4488 3.3660
P -0.0504 0.0235 2.5568
H -0.4390 3.8728 -1.0349
H 0.2337 0.6025 5.4552
H -0.4234 -4.8240 3.2252
C -1.7484 -1.3571 4.3073
C 3.6848 -0.7936 1.1454
H 2.2137 0.5143 4.4558
C 2.6155 0.1368 3.5260
C 2.7605 3.3113 -0.0318
C -0.8014 -3.8543 3.5199
O 0.8844 1.8792 0.0086
H -1.2376 2.5437 1.9175
H 3.3117 2.4426 0.3202
C -1.8190 -3.7592 4.4619
Cl -2.1776 -1.4706 -0.3347
V -0.3629 0.2179 0.1026
C -0.2594 -2.7039 2.9726
Cl -2.4903 1.3843 -0.6733
H 3.1237 3.6053 -1.0217
H -2.2379 -4.6569 4.8958
H -1.7766 4.5517 3.2531
C 1.7584 -0.1961 2.4786
```

Its charge is +2. The LUMO energy (alpha / beta) is -6.13 / -5.91 eV. The HOMO-LUMO gap (alpha / beta) is 8.35 / 8.49 eV. As for the multiplicity: 4. The calculation puts the energy above the lowest of the compared OMol25 structures with the same formula, charge and spin at 25.9 kJ/mol. Its expectation value of S² is 3.76.

These are the natural (NBO) partial charges, in e, on atoms 1 to 5: 0.262, -0.155, 0.241, -0.730, -0.184

Here is one molecule with the formula C22H24ClF3N6O from the OMol25 dataset. Energies are from ωB97M-V/def2-TZVPD.

Structure (XYZ):
```
57
C22H24ClF3N6O, DFT ωB97M-V/def2-TZVPD
N 0.4714 -2.0805 -0.7277
C 0.8986 3.7169 4.9173
H 3.1472 -8.3912 -1.9856
H -1.9424 6.6700 1.0332
H 1.4160 6.9740 0.5672
C 0.8676 -4.1765 -1.8823
F 0.1951 -0.0958 -3.4985
H -0.7858 5.9265 -0.0732
N -1.3162 -0.6343 -1.3217
H 2.1640 -8.5939 -0.5271
C 0.5746 -4.9183 -0.7462
C -0.2736 -0.9596 -0.5206
H 1.1195 2.6940 4.6127
H 0.0937 3.6884 5.6510
H 2.5562 -6.5399 -3.6087
H -0.5973 1.6186 2.4832
F -0.9816 -1.2904 -4.8413
C 1.7134 -6.8346 -1.6644
C -1.3832 5.7574 0.8219
C -1.3788 0.8346 0.2230
C 0.3870 -2.7508 -2.0125
H -1.6723 -3.2937 -1.7234
O -2.7397 2.7598 0.4819
H 1.4682 -8.9025 -2.1179
H 1.8173 -4.2077 -3.8002
H -1.1791 -3.2402 -3.4231
N 1.2344 5.5687 3.3404
Cl 0.8694 -0.0075 1.7825
H 0.0209 -4.4605 0.0599
N 0.6134 6.0783 2.2740
C -0.2862 -0.0242 0.5019
H 1.0015 -2.2384 -2.7698
F -1.7830 0.5343 -4.0487
H 1.3702 -2.1049 -0.2699
H -1.8081 3.0158 4.0394
C -1.0851 -2.7415 -2.4590
C 1.1548 7.2202 1.5991
H 0.4364 8.0425 1.5951
H 1.7844 4.1463 5.3760
C -1.6902 3.3465 3.0036
C 0.9968 -6.2304 -0.6394
N -1.3751 2.1871 2.1871
C -1.8960 2.0232 0.9524
C -1.0504 -0.5307 -3.7346
H -2.6405 3.7396 2.6357
C 1.5831 -4.7742 -2.9104
H -2.7252 -1.3079 -2.6762
C 0.5061 4.5413 3.7425
H 2.0512 7.5227 2.1359
C 1.9988 -6.0878 -2.8015
C -0.5136 5.3975 1.9684
C -1.6367 -1.3145 -2.5407
H 0.7652 -6.7933 0.2531
H -2.0860 4.9526 0.6207
N -1.9784 0.4411 -0.8861
C 2.1536 -8.2621 -1.5622
C -0.6256 4.3902 2.9136
```

Its charge is 0. The LUMO energy is 0.51 eV. As for the structure (SMILES): Cc1ccc([C@H]2C[C@H](C(F)(F)F)n3nc(C(=O)NCc4c(C)nn(C)c4C)c(Cl)c3N2)cc1. The HOMO-LUMO gap is 8.88 eV.

These are the natural (NBO) partial charges, in e, on atoms 1 to 5: -0.608, -0.643, 0.219, 0.219, 0.202

Number 1: molecular weight 1144.3 g/mol. Number 2: molecular weight 471.3 g/mol. Number 3: molecular weight 480.9 g/mol.